Formula: C3H3N5
Source: the Open Molecules 2025 dataset
Level of theory: the ωB97M-V functional and the def2-TZVPD basis

As for the spin multiplicity: 1. Its LUMO energy is -0.27 eV. The value obtained for the molar mass is 109.1 g mol⁻¹. The calculated total energy is -10605.909 eV. For the highest occupied orbital energy, the calculation gives -0.357 Ha. Its SMILES is [H]/N=c1/nc(C#N)[nH][nH]1. For the frontier orbital gap, the calculation gives 9.44 eV. The energy above the lowest of the compared OMol25 structures with the same formula, charge and spin is 285.44 kJ/mol.

Each line ends with the Löwdin charge.
Atoms and positions in Å:
1 H 2.91332 -0.22480 -0.36406  0.051
2 N 2.32637 -1.09200 -0.19619  0.090
3 C 1.11794 -0.69048 0.21655  -0.338
4 N -0.27119 -1.32661 0.18965  0.201
5 C -0.99439 -0.31740 -0.06806  -0.576
6 C -2.30756 -0.54737 0.11977  -0.162
7 N -3.43769 -0.61669 -0.02472  0.217
8 N -0.55669 0.86495 -0.23807  0.106
9 N 0.89059 0.74839 0.39615  0.097
10 H -1.11278 1.81917 0.07026  0.238
11 H 1.43207 1.38285 -0.10128  0.077